1.
A cluster of 3 separate species, C11H18FIN3 in total. Source: the Open Molecules 2025 dataset; level of theory: the ωB97M-V functional and the def2-TZVPD basis.

The LUMO energy comes out at 0.1049 hartree. As for the multiplicity: 1. The calculation puts the HOMO energy at -0.10369 hartree. The value obtained for the frontier orbital gap is 0.2086 hartree. The charge is -1. The max |F| comes out at 1.51 eV/A.

Each line ends with the Löwdin charge.
Element x y z (Å)
H (-4.353, 3.473, 0.909)  0.03
H (-2.256, 3.316, 1.431)  0.04
C (1.763, -2.216, 3.132)  -0.11
C (2.086, -0.306, -5.374)  -0.12
H (2.854, -1.019, -5.071)  0.07
H (0.016, -2.987, 4.120)  0.10
H (-0.389, -1.368, 1.540)  0.11
N (3.882, -0.712, -2.147)  0.13
C (-1.612, 1.349, 0.737)  -0.73
H (2.479, 1.740, -3.491)  0.12
C (1.220, 0.117, -4.191)  -0.26
C (3.058, -0.032, -2.551)  -0.25
C (-0.639, -0.439, 3.374)  -0.25
H (1.477, -0.786, -6.142)  0.07
C (-2.375, 2.278, 1.697)  -0.35
C (-3.830, 1.940, 1.818)  -0.30
H (2.097, -1.932, 2.133)  0.08
H (2.427, -3.002, 3.499)  0.06
N (-4.752, 2.662, 1.372)  0.07
C (-0.653, -1.652, 2.559)  -0.19
C (2.010, 0.838, -3.096)  -0.20
I (-1.102, 2.569, -1.047)  0.49
H (0.732, -0.761, -3.766)  0.11
H (2.581, 0.556, -5.827)  0.07
H (-4.085, 1.031, 2.325)  0.09
H (-1.947, 2.170, 2.691)  0.05
H (1.339, 1.134, -2.290)  0.03
F (-2.588, 0.416, 0.300)  -0.25
H (0.429, 0.783, -4.538)  0.11
H (1.881, -1.353, 3.787)  0.07
N (-0.647, 0.532, 3.967)  0.16
H (-1.671, -2.039, 2.541)  0.12
H (0.249, -3.599, 2.490)  0.10
C (0.318, -2.702, 3.109)  -0.27

2.
A cluster of 2 separate species, C11H18FNO3 in total. Source: the Open Molecules 2025 dataset; level of theory: the ωB97M-V functional and the def2-TZVPD basis.

The LUMO energy comes out at 0.0258 hartree. As for the multiplicity: 1. As for the SMILES: O=C1C[C@@H](F)[C@H](C[C@H]2CO2)N1.C1CCOC1. The calculation puts the HOMO energy at -0.35830 hartree. The value obtained for the frontier orbital gap is 0.3841 hartree. The calculation puts the energy above the lowest of the compared OMol25 structures with the same formula, charge and spin at 0.0 kcal per mole. The max |F| comes out at 3.66 eV/A.

Each line ends with the Löwdin charge.
Element x y z (Å)
H (-1.658, 0.994, -3.554)  0.11
H (0.275, -0.035, -3.761)  0.15
H (1.043, -0.776, 3.800)  0.12
C (2.588, -0.391, -1.591)  -0.49
H (1.626, -1.734, -2.513)  0.12
C (-0.406, -1.362, 2.318)  -0.20
H (3.246, 1.664, -1.870)  0.13
F (1.775, 1.876, -3.474)  -0.06
C (-1.127, 0.745, 3.029)  -0.20
H (0.421, -1.647, 1.665)  0.11
H (-1.195, -2.116, 2.231)  0.12
H (0.010, -2.108, 4.331)  0.11
O (-0.946, -0.103, 1.887)  -0.17
C (0.028, -1.179, 3.763)  -0.17
O (3.167, -1.135, -0.870)  0.10
H (-1.912, -0.613, 4.507)  0.12
C (-1.981, 1.090, -2.524)  -0.05
C (0.599, 0.034, -2.719)  -0.25
H (-0.572, -1.740, -2.185)  0.13
H (0.489, 2.181, -1.975)  0.15
C (1.168, 1.378, -2.271)  -0.22
H (-1.965, 0.143, -0.451)  0.14
O (-2.655, -0.244, -2.477)  -0.09
H (-2.108, 1.218, 2.980)  0.12
N (1.889, -0.781, -2.768)  0.10
H (-0.617, 0.416, 5.131)  0.11
C (-0.274, -0.778, -1.755)  -0.07
C (2.430, 1.137, -1.375)  0.01
H (-0.360, 1.526, 2.995)  0.12
H (-2.615, 1.887, -2.141)  0.10
C (-0.961, -0.135, 4.257)  -0.17
H (0.124, -0.842, -0.736)  0.11
C (-1.655, -0.034, -1.511)  -0.26
H (2.130, 1.464, -0.376)  0.12

3.
A structure of composition C11H18HgN3O. Source: the Open Molecules 2025 dataset; level of theory: the ωB97M-V functional and the def2-TZVPD basis.

The LUMO energy (spin up / spin down) comes out at 0.2063 / 0.2050 hartree. As for the multiplicity: 2. The calculation puts the HOMO energy (spin up / spin down) at 0.02978 / 0.01582 hartree. The value obtained for the frontier orbital gap (spin up / spin down) is 0.1765 / 0.1892 hartree. The charge is -2. The max |F| comes out at 1.06 eV/A. The expectation value of S² is 0.7660.

Each line ends with the Löwdin charge.
Element x y z (Å)
N (6.971, -0.762, -1.122)  0.07
N (-2.056, -0.129, -0.789)  -0.36
N (2.058, 0.107, 0.042)  -0.04
C (2.724, -0.579, -0.906)  -0.21
H (-3.676, -2.181, 0.005)  0.05
H (6.489, -1.637, -1.281)  0.05
C (4.929, 0.087, -0.120)  -0.21
H (-5.387, 0.019, -1.306)  0.05
H (-4.825, 1.322, 0.719)  0.05
H (-3.196, 1.215, 1.440)  0.03
C (4.212, 0.845, 0.858)  -0.06
C (-4.318, -0.034, -1.567)  -0.14
H (2.303, 1.377, 1.649)  0.08
C (2.843, 0.815, 0.892)  -0.21
C (-3.412, -0.052, -0.316)  -0.93
H (0.190, 0.958, 3.068)  -0.08
H (4.771, 1.437, 1.571)  0.09
H (4.514, -1.183, -1.867)  0.07
Hg (-0.704, -0.110, 0.704)  0.91
C (-3.871, -1.255, 0.551)  -0.14
H (-4.138, -0.939, -2.152)  0.05
C (6.350, 0.050, -0.122)  -0.56
H (0.768, -0.710, 2.991)  -0.07
C (4.092, -0.623, -1.040)  -0.08
O (7.103, 0.675, 0.659)  -0.09
H (-0.928, -0.377, 3.419)  -0.08
H (-4.058, 0.830, -2.183)  0.05
H (-3.291, -1.276, 1.478)  0.03
C (-3.749, 1.228, 0.496)  -0.15
H (7.928, -0.924, -0.841)  0.06
H (-3.424, 2.100, -0.076)  0.05
H (2.097, -1.133, -1.600)  0.09
H (-4.943, -1.209, 0.808)  0.05
C (-0.090, -0.062, 2.790)  -0.39

4.
A cluster of 2 separate species, C11H18N in total. Source: the Open Molecules 2025 dataset; level of theory: the ωB97M-V functional and the def2-TZVPD basis.

The LUMO energy comes out at -0.1645 hartree. As for the multiplicity: 1. The calculation puts the HOMO energy at -0.46839 hartree. The value obtained for the frontier orbital gap is 0.3039 hartree. The charge is +1. The calculation puts the energy above the lowest of the compared OMol25 structures with the same formula, charge and spin at 98.6 kcal per mole. The max |F| comes out at 3.90 eV/A.

Each line ends with the Löwdin charge.
Element x y z (Å)
H (0.577, -0.430, 1.025)  0.05
H (0.628, 2.519, -2.245)  0.12
C (2.320, -1.379, 0.575)  -0.13
C (1.786, 0.985, -0.063)  -0.23
H (-3.675, 1.250, 2.120)  0.13
H (4.018, -1.482, -0.813)  0.11
C (-1.945, -0.655, -0.022)  -0.11
H (1.926, 2.033, 0.173)  0.15
H (-0.675, 1.312, -2.445)  0.11
N (0.633, 0.807, -1.016)  0.09
C (3.109, -0.943, -0.721)  -0.16
C (-4.765, -0.283, 0.995)  -0.08
C (0.165, 1.631, -1.881)  0.19
H (-1.739, 1.075, 1.302)  0.11
H (-5.613, -0.298, 1.741)  0.11
H (3.395, 0.961, -1.579)  0.13
C (-2.417, 0.332, 0.918)  -0.14
C (3.132, 0.556, -0.593)  -0.17
H (1.791, 0.164, 2.038)  0.11
C (-3.611, 0.426, 1.415)  -0.18
C (-1.351, -1.269, -0.859)  0.08
H (-0.051, -0.005, -0.831)  0.07
H (-0.587, -1.920, -1.409)  0.11
H (-4.515, -1.328, 0.734)  0.10
H (3.771, 0.969, 0.247)  0.16
H (3.067, -1.806, 1.230)  0.11
H (2.488, -1.079, -1.599)  0.10
C (1.544, -0.101, 1.052)  -0.09
H (1.707, -2.250, 0.373)  0.10
H (-5.114, 0.207, 0.139)  0.08

5.
An isolated molecule of C11H18N2O2. Source: the Open Molecules 2025 dataset; level of theory: the ωB97M-V functional and the def2-TZVPD basis.

The LUMO energy comes out at 0.0235 hartree. As for the multiplicity: 1. As for the SMILES: CCC[C@@H](C#N)[C@@H](C#N)OCCOCC. The calculation puts the HOMO energy at -0.37362 hartree. The value obtained for the frontier orbital gap is 0.3971 hartree. The calculation puts the energy above the lowest of the compared OMol25 structures with the same formula, charge and spin at 87.4 kcal per mole. The max |F| comes out at 0.69 eV/A.

Each line ends with the Löwdin charge.
Element x y z (Å)
H (1.328, 3.406, 0.914)  0.12
H (-0.985, -1.203, 1.128)  0.12
H (-3.836, -2.428, 1.622)  0.07
O (1.392, -0.605, -1.918)  -0.08
C (-2.988, -0.870, 0.395)  -0.27
C (1.737, 0.778, -2.037)  -0.14
H (-4.617, -0.871, 1.839)  0.07
C (1.183, -2.201, -0.233)  -0.14
C (1.961, 1.610, 1.862)  -0.07
C (0.658, -0.927, -0.772)  -0.33
N (-1.822, 0.934, -2.309)  0.19
H (-2.944, 0.219, 0.403)  0.11
C (1.518, 2.373, 0.628)  -0.27
H (-3.597, -1.170, -0.459)  0.12
C (-0.845, -1.134, -1.054)  -0.22
H (0.570, 1.994, 0.223)  0.10
H (2.182, 0.560, 1.661)  0.06
C (-1.597, -1.477, 0.265)  -0.17
C (-3.655, -1.354, 1.685)  -0.11
O (2.501, 2.443, -0.389)  -0.13
C (-1.394, 0.038, -1.729)  -0.19
H (0.759, -0.178, 0.018)  0.13
H (0.855, 1.418, -1.970)  0.11
C (2.809, 1.224, -1.025)  -0.18
N (1.553, -3.215, 0.160)  0.19
H (-0.928, -1.997, -1.714)  0.16
H (-1.709, -2.560, 0.311)  0.12
H (2.119, 0.879, -3.049)  0.13
H (2.874, 2.054, 2.255)  0.08
H (3.743, 1.396, -1.555)  0.13
H (2.999, 0.405, -0.325)  0.12
H (1.187, 1.625, 2.628)  0.08
H (-3.009, -1.165, 2.540)  0.07

6.
The ion C11H18N3O5S with charge -1. Source: the Open Molecules 2025 dataset; level of theory: the ωB97M-V functional and the def2-TZVPD basis.

The LUMO energy comes out at 0.1118 hartree. As for the multiplicity: 1. As for the SMILES: CNC(=O)[C@@H](CCC(=O)O)NC(=O)[C@H](C[S-])NC(C)=O. The calculation puts the HOMO energy at -0.16066 hartree. The value obtained for the frontier orbital gap is 0.2724 hartree. The charge is -1. The calculation puts the energy above the lowest of the compared OMol25 structures with the same formula, charge and spin at 43.1 kcal per mole. The max |F| comes out at 6.77 eV/A.

Each line ends with the Löwdin charge.
Element x y z (Å)
N (0.405, -0.119, -0.435)  0.07
C (-0.859, 1.438, 0.927)  -0.21
H (4.322, 1.935, -1.307)  0.09
H (-0.471, 2.428, 0.494)  0.18
O (-1.227, -4.199, 0.810)  0.09
H (-4.964, 3.547, 0.953)  0.11
H (0.536, -0.907, -2.508)  0.20
C (-4.533, 2.532, 1.247)  0.00
C (-0.023, 0.944, 2.140)  -0.62
H (4.789, 0.164, -1.628)  0.06
H (1.663, -2.257, 0.245)  0.16
H (-1.346, -1.634, -0.734)  0.08
H (-2.768, 0.705, 1.477)  0.18
O (2.934, -0.499, -2.912)  -0.03
O (-1.756, -2.223, -0.052)  0.11
C (1.325, -2.361, -0.835)  -0.12
C (-1.016, -3.308, 0.029)  -0.52
S (1.782, 1.069, 2.016)  0.39
H (-0.208, -3.025, -1.992)  0.12
C (-3.028, 2.651, 1.209)  -0.59
O (-2.496, 3.767, 1.197)  0.01
C (2.429, -0.362, -1.748)  -0.48
H (-0.180, 1.602, 2.915)  0.00
H (-4.888, 2.291, 2.247)  0.08
H (2.397, 0.821, 0.015)  -0.01
N (2.980, 0.453, -0.835)  -0.02
C (4.361, 0.877, -0.988)  -0.07
H (-0.317, -0.077, 2.407)  0.07
H (2.092, -2.806, -1.510)  0.13
H (4.863, 0.867, 0.012)  0.09
C (-0.747, 0.418, -0.265)  -0.48
H (1.043, -0.087, 0.364)  0.00
C (0.165, -3.274, -0.999)  -0.12
H (-4.884, 1.955, 0.502)  0.03
O (-1.656, 0.267, -1.095)  0.01
C (1.080, -0.925, -1.463)  -0.18
H (0.496, -4.282, -1.136)  0.11
N (-2.295, 1.612, 1.237)  0.09

7.
A structure of composition C11H18N4S. Source: the Open Molecules 2025 dataset; level of theory: the ωB97M-V functional and the def2-TZVPD basis.

The LUMO energy comes out at -0.0193 hartree. As for the multiplicity: 1. The calculation puts the HOMO energy at -0.25105 hartree. The value obtained for the frontier orbital gap is 0.2317 hartree. The calculation puts the energy above the lowest of the compared OMol25 structures with the same formula, charge and spin at 302.4 kcal per mole. The max |F| comes out at 16.89 eV/A.

Each line ends with the Löwdin charge.
Element x y z (Å)
N (0.301, 0.313, 0.198)  -0.12
H (-1.410, 3.423, 3.082)  0.04
C (-1.446, 2.443, 3.232)  -0.02
H (2.061, 0.791, 1.343)  0.19
C (-0.155, -2.195, -5.267)  -0.31
C (0.604, -0.710, -0.828)  0.11
C (0.350, -3.000, -4.224)  -0.45
N (-0.213, -0.523, -1.974)  0.02
H (-2.190, 1.843, 2.907)  0.06
H (-0.746, -0.095, 2.648)  0.19
C (-0.397, 1.411, 0.051)  -0.18
H (0.708, 0.377, 3.496)  0.14
C (-0.248, -1.122, -3.020)  -0.73
H (-0.416, -2.449, -6.254)  0.02
C (-0.891, 2.302, 4.775)  -0.06
H (0.984, 2.660, 0.912)  0.12
H (-0.084, 2.790, 5.052)  0.00
H (0.873, -4.674, -5.493)  0.14
C (-0.088, 2.490, 1.175)  -0.27
H (0.911, -5.045, -3.850)  -0.09
C (1.119, -4.320, -4.303)  -0.04
H (-0.831, 3.484, 0.940)  0.20
H (1.386, -1.026, 1.605)  0.16
C (1.036, 0.031, 1.386)  -0.21
H (2.317, -4.170, -4.311)  0.13
N (0.639, -2.377, -2.975)  0.07
H (-0.885, 1.273, 5.168)  0.06
H (-1.508, 1.109, 0.281)  0.17
S (-0.885, -0.605, -4.556)  0.95
N (-0.051, 2.081, 2.377)  -0.17
H (-1.765, 2.674, 5.493)  0.11
C (0.339, 0.729, 2.410)  -0.29
H (1.295, -1.427, -0.698)  0.08
H (-0.710, 1.511, -0.778)  0.00